No. 1
{
  "formula": "C39H28F2IrN7O2S",
  "method": "wB97M-V/def2-TZVPD",
  "symbols": ["Ir", "N", "C", "S", "N", "N", "C", "C", "C", "C", "C", "C", "C", "C", "C", "C", "C", "C", "N", "H", "H", "H", "H", "H", "H", "H", "H", "H", "H", "H", "F", "C", "C", "C", "C", "C", "F", "C", "C", "C", "C", "C", "C", "N", "H", "H", "H", "H", "H", "H", "O", "C", "N", "C", "C", "O", "N", "C", "C", "C", "C", "C", "C", "C", "C", "C", "C", "C", "C", "H", "H", "H", "H", "H", "H", "H", "H", "H", "H", "H"],
  "coordinates": [[-0.619, 0.529, 0.767], [-0.335, -3.733, 0.852], [-0.258, -2.396, 0.766], [-1.655, -1.483, 1.261], [0.888, -1.923, 0.313], [0.906, -0.583, 0.168], [1.949, -0.009, -0.345], [3.140, -0.747, -0.817], [3.902, -1.500, 0.071], [5.033, -2.164, -0.374], [5.407, -2.091, -1.710], [4.643, -1.352, -2.601], [3.514, -0.681, -2.155], [1.865, 1.451, -0.399], [2.870, 2.262, -0.909], [2.687, 3.634, -0.923], [1.512, 4.170, -0.427], [0.553, 3.309, 0.078], [0.728, 1.990, 0.097], [-1.175, -4.173, 1.176], [0.434, -4.287, 0.519], [3.598, -1.576, 1.107], [5.622, -2.746, 0.323], [6.289, -2.613, -2.055], [4.921, -1.303, -3.646], [2.908, -0.114, -2.853], [3.781, 1.814, -1.278], [3.462, 4.278, -1.317], [1.327, 5.234, -0.428], [-0.388, 3.663, 0.468], [2.794, -0.135, 4.896], [1.608, 0.332, 4.459], [1.287, 0.191, 3.126], [0.063, 0.658, 2.656], [-0.811, 1.309, 3.558], [-0.435, 1.398, 4.897], [-1.254, 1.971, 5.808], [0.765, 0.922, 5.379], [-2.056, 1.834, 2.985], [-3.033, 2.569, 3.658], [-4.166, 2.981, 2.984], [-4.331, 2.646, 1.650], [-3.323, 1.941, 1.028], [-2.211, 1.568, 1.665], [1.997, -0.303, 2.476], [1.025, 1.006, 6.423], [-2.902, 2.806, 4.698], [-4.922, 3.557, 3.503], [-5.210, 2.932, 1.091], [-3.391, 1.651, -0.009], [-1.983, 2.835, -1.335], [-1.908, 1.729, -1.851], [-2.329, 1.435, -3.118], [-2.113, 0.051, -3.463], [-1.451, -0.444, -2.144], [-1.014, -1.565, -2.009], [-1.421, 0.582, -1.246], [-3.400, -0.734, -3.669], [-3.324, -2.101, -3.930], [-4.480, -2.845, -4.097], [-5.726, -2.236, -4.009], [-5.806, -0.879, -3.744], [-4.646, -0.132, -3.571], [-1.138, -0.067, -4.630], [0.225, 0.121, -4.408], [1.121, 0.099, -5.464], [0.667, -0.109, -6.760], [-0.687, -0.293, -6.989], [-1.584, -0.273, -5.928], [-2.628, 2.155, -3.752], [-2.353, -2.576, -3.985], [-4.409, -3.907, -4.295], [-6.628, -2.820, -4.143], [-6.771, -0.395, -3.669], [-4.718, 0.925, -3.350], [0.588, 0.275, -3.398], [2.179, 0.238, -5.276], [1.368, -0.132, -7.585], [-1.050, -0.457, -7.995], [-2.639, -0.429, -6.115]],
  "lowdin_charge": [1.167, 0.097, -0.802, 0.668, 0.042, -0.146, -0.180, -0.178, -0.023, -0.071, -0.084, -0.072, -0.034, -0.180, 0.010, -0.042, -0.035, -0.092, -0.022, 0.088, 0.106, 0.109, 0.105, 0.102, 0.104, 0.101, 0.117, 0.113, 0.111, 0.114, 0.064, -0.272, -0.028, -0.257, -0.125, -0.212, 0.059, 0.058, -0.186, 0.007, -0.049, -0.040, -0.104, -0.059, 0.092, 0.131, 0.106, 0.111, 0.110, 0.098, 0.015, -0.570, 0.154, -0.272, -0.454, 0.068, 0.023, -0.157, -0.028, -0.071, -0.094, -0.084, -0.027, -0.132, -0.015, -0.076, -0.091, -0.077, -0.022, 0.160, 0.123, 0.103, 0.099, 0.100, 0.106, 0.104, 0.095, 0.100, 0.102, 0.118],
  "de_lowest_kcal_mol": 0.00,
  "total_energy_ha": -2739.19599
}

***

No. 2
{
  "formula": "C3H4N2S2",
  "method": "wB97M-V/def2-TZVPD",
  "symbols": ["C", "C", "C", "N", "N", "S", "S", "H", "H", "H", "H"],
  "coordinates": [[1.811, -0.253, 0.251], [1.096, -0.964, -0.571], [0.294, 1.421, 0.317], [1.456, 1.102, 0.522], [-0.598, 0.620, -0.262], [-2.977, -0.757, 0.489], [-2.126, 0.670, -0.812], [2.816, -0.461, 0.686], [0.646, -1.835, -1.019], [-0.084, 2.348, 0.581], [-2.334, -1.890, -0.182]],
  "nbo_charge": [-0.122, 0.009, 0.277, -0.497, -0.719, -0.183, 0.417, 0.252, 0.233, 0.192, 0.141],
  "de_lowest_kcal_mol": 118.96,
  "total_energy_ha": -1022.42608
}

***

> Number 1 is which compound?

C39H28F2IrN7O2S